--- one ---
Here is C8H24BF4O8Tl as an isolated structure from the OMol25 dataset. Energies are from wB97M-V/def2-TZVPD.

Gap between HOMO and LUMO: 1.29 eV
HOMO: -14.10 eV

ORCA input file:
```
! RIJCOSX wB97M-V def2-TZVPD def2/J DEFGRID3
* xyz 2 1
Tl 3.87 -20.61 -1.70
B 1.31 -17.57 -5.67
F 1.54 -16.42 -6.47
F 2.16 -18.59 -6.11
F 1.47 -17.25 -4.35
F 0.01 -18.03 -5.75
C 0.16 -24.11 -5.15
C 1.40 -24.33 -6.03
O 2.61 -24.13 -5.34
O 0.12 -22.87 -4.51
H 0.07 -24.94 -4.45
H -0.77 -24.17 -5.72
H 1.45 -23.64 -6.87
H 1.44 -25.36 -6.37
H 3.17 -24.91 -5.40
H -0.43 -22.22 -4.95
C 0.54 -10.62 -4.41
C -0.85 -11.26 -4.85
O -1.49 -10.50 -5.83
O 0.15 -9.40 -3.70
H 1.22 -10.36 -5.22
H 1.11 -11.24 -3.72
H -1.34 -11.33 -3.88
H -0.59 -12.27 -5.17
H -1.50 -10.86 -6.71
H -0.43 -8.85 -4.23
C 5.20 -18.85 -11.84
C 4.52 -17.48 -12.00
O 5.13 -16.75 -13.02
O 6.60 -18.77 -11.63
H 5.19 -19.40 -12.79
H 4.68 -19.36 -11.03
H 4.39 -16.95 -11.06
H 3.51 -17.79 -12.26
H 6.09 -16.78 -13.08
H 6.62 -18.13 -10.91
C 7.49 -17.28 -5.43
C 7.71 -16.37 -4.15
O 6.59 -16.45 -3.34
O 7.67 -18.57 -4.93
H 8.30 -17.01 -6.10
H 6.56 -16.88 -5.84
H 8.04 -15.39 -4.49
H 8.63 -16.80 -3.77
H 6.68 -15.79 -2.65
H 8.20 -19.05 -5.57
*
```



--- two ---
Here is C8H24BF4O8Tl as an isolated structure from the OMol25 dataset. Energies are from wB97M-V/def2-TZVPD.

Gap between HOMO and LUMO: 1.22 eV
HOMO: -13.94 eV

ORCA input file:
```
! RIJCOSX wB97M-V def2-TZVPD def2/J DEFGRID3
* xyz 2 1
Tl -1.29 4.03 3.37
B -1.70 0.75 -0.49
F -2.26 -0.32 -1.20
F -1.71 0.39 0.89
F -0.38 0.86 -0.88
F -2.38 1.90 -0.72
C 3.83 1.04 4.25
C 2.80 0.04 4.68
O 1.66 0.67 5.43
O 3.01 1.93 3.43
H 4.80 0.72 3.88
H 4.05 1.57 5.18
H 3.25 -0.79 5.22
H 2.40 -0.57 3.87
H 1.43 0.11 6.18
H 3.49 2.73 3.20
C 5.79 2.56 -3.88
C 6.99 2.31 -2.88
O 7.89 3.36 -2.92
O 6.04 1.78 -5.01
H 5.82 3.60 -4.22
H 4.79 2.35 -3.48
H 7.41 1.33 -3.11
H 6.60 2.28 -1.86
H 8.65 3.09 -3.44
H 6.77 2.12 -5.53
C -0.01 -5.61 -2.21
C -1.05 -5.49 -3.34
O -2.33 -5.03 -2.98
O 0.39 -4.33 -1.66
H 0.96 -6.01 -2.48
H -0.54 -6.13 -1.41
H -1.18 -6.46 -3.82
H -0.69 -4.84 -4.14
H -2.24 -4.09 -2.83
H -0.34 -3.74 -1.44
C -7.27 0.83 2.10
C -8.85 1.04 1.81
O -8.98 1.35 0.43
O -6.61 2.05 1.96
H -6.85 0.30 1.25
H -6.95 0.40 3.05
H -9.17 1.84 2.48
H -9.36 0.11 2.06
H -9.87 1.59 0.18
H -6.80 2.38 1.08
*
```



Pick two: it beats the second-best structure by 0.0166 hartree.



--- one ---
Here is a single C4H4F3N molecule from the OMol25 dataset. Energies are from wB97M-V/def2-TZVPD.

Gap between HOMO and LUMO: 9.24 eV
HOMO: -8.44 eV

ORCA input file:
```
! RIJCOSX wB97M-V def2-TZVPD def2/J DEFGRID3
* xyz 0 1
C -2.13 -1.33 -0.15
C -0.02 -0.10 -0.12
C 1.20 -0.06 -0.99
C 0.11 0.76 1.04
N -1.09 -0.74 -0.26
F -1.02 0.76 1.83
F 0.95 0.30 1.95
F 0.56 2.01 0.74
H -3.06 -1.09 -0.58
H 1.78 -1.04 -0.72
H 1.84 0.76 -0.73
H 0.88 -0.23 -2.02
*
```



--- two ---
Here is a 2-piece molecular cluster, C4H4F3N overall from the OMol25 dataset. Energies are from wB97M-V/def2-TZVPD.

Gap between HOMO and LUMO (alpha / beta): 9.66 / 8.16 eV
HOMO (alpha / beta): -9.49 / -8.85 eV

ORCA input file:
```
! RIJCOSX wB97M-V def2-TZVPD def2/J DEFGRID3
* xyz 0 1
C -0.02 -2.06 -0.75
C -0.23 -0.78 -0.14
C 1.76 1.60 0.89
C -1.45 0.02 -0.16
N 0.36 -1.15 -1.50
F -1.51 0.75 0.99
F -1.53 0.78 -1.29
F -2.53 -0.74 -0.23
H -0.18 -3.10 -0.67
H 1.86 0.73 1.55
H 1.18 2.37 1.32
H 2.28 1.56 -0.01
*
```



Pick one: it beats the second-best structure by 0.1286 hartree.



--- one ---
Here is C41H40F5InNO7PSTe as an isolated structure from the OMol25 dataset. Energies are from wB97M-V/def2-TZVPD.

Gap between HOMO and LUMO: 6.27 eV
HOMO: -2.63 eV

ORCA input file:
```
! RIJCOSX wB97M-V def2-TZVPD def2/J DEFGRID3
* xyz -2 1
In 1.38 -1.66 -0.29
C -6.34 -0.99 -1.12
O -5.88 -1.42 -2.38
C -4.53 -1.62 -2.50
C -4.13 -2.05 -3.80
C -2.81 -2.29 -4.03
C -1.81 -2.16 -3.03
C -0.48 -2.58 -3.34
C 0.00 -2.68 -4.77
O 0.36 -2.82 -2.43
C -2.21 -1.66 -1.70
O -1.42 -1.35 -0.79
C -3.63 -1.45 -1.50
H -7.42 -0.88 -1.21
H -5.90 -0.04 -0.83
H -6.11 -1.73 -0.34
H -4.88 -2.19 -4.57
H -2.53 -2.65 -5.01
H -0.76 -2.37 -5.48
H 0.36 -3.68 -5.00
H 0.85 -2.01 -4.83
H -3.91 -1.12 -0.51
O -1.55 -3.41 2.15
C -0.63 -2.70 1.77
O 0.16 -2.98 0.79
C -0.33 -1.41 2.54
P -0.56 0.15 1.57
C 0.16 1.30 2.81
C -0.52 1.80 3.92
C 0.10 2.68 4.80
C 1.42 3.07 4.58
C 2.11 2.57 3.48
C 1.49 1.69 2.60
C -2.35 0.47 1.86
C -2.84 1.75 1.60
C -4.17 2.06 1.82
C -5.04 1.08 2.28
C -4.57 -0.20 2.51
C -3.23 -0.51 2.29
H 0.73 -1.40 2.78
H -0.92 -1.39 3.46
H -1.54 1.51 4.09
H -0.44 3.05 5.66
H 1.90 3.76 5.26
H 3.14 2.86 3.31
H 2.04 1.29 1.76
H -2.17 2.51 1.23
H -4.53 3.07 1.62
H -6.09 1.32 2.45
H -5.25 -0.98 2.85
H -2.89 -1.53 2.45
C 5.64 0.75 -3.14
C 5.44 -0.15 -2.07
C 4.17 -0.44 -1.64
C 3.03 0.16 -2.25
C 1.71 -0.15 -1.81
C 0.66 0.48 -2.44
C 0.87 1.38 -3.52
C 2.13 1.66 -3.96
C 3.25 1.06 -3.33
C 4.57 1.34 -3.75
H 6.65 0.97 -3.47
H 6.28 -0.62 -1.59
H 4.02 -1.12 -0.82
H -0.34 0.29 -2.12
H 0.02 1.85 -3.99
H 2.30 2.34 -4.78
H 4.72 2.03 -4.57
C 4.48 -2.49 1.60
C 3.19 -1.93 2.18
C 3.46 -1.22 3.50
O 2.58 -1.04 1.29
H 4.97 -3.18 2.29
H 5.17 -1.66 1.39
H 4.29 -3.03 0.67
H 2.52 -2.79 2.38
H 4.15 -0.38 3.32
H 3.92 -1.89 4.24
H 2.55 -0.81 3.93
S 0.48 3.29 -0.37
C -0.39 4.29 0.61
N -0.09 4.39 1.95
C -0.77 5.13 2.86
C -1.85 5.86 2.49
C -2.24 5.80 1.12
C -1.55 5.05 0.22
H 0.67 3.80 2.27
H -0.40 5.07 3.87
H -2.40 6.44 3.21
H -3.11 6.35 0.79
H -1.85 4.97 -0.81
F 2.44 -6.05 -1.46
Te 2.04 -4.39 -2.31
F 2.53 -2.98 -3.51
F 0.36 -5.04 -1.73
F 1.51 -5.25 -3.89
F 3.82 -4.81 -2.85
O 2.55 -3.38 -0.86
*
```



--- two ---
Here is C41H40F5InNO7PSTe as an isolated structure from the OMol25 dataset. Energies are from wB97M-V/def2-TZVPD.

Gap between HOMO and LUMO: 6.75 eV
HOMO: -2.81 eV

ORCA input file:
```
! RIJCOSX wB97M-V def2-TZVPD def2/J DEFGRID3
* xyz -2 1
In -0.16 -0.14 -0.84
C 5.30 0.74 -5.06
O 5.21 2.06 -4.54
C 4.21 2.28 -3.64
C 4.08 3.61 -3.20
C 3.09 3.90 -2.30
C 2.19 2.94 -1.81
C 1.10 3.36 -0.93
C 1.17 4.73 -0.27
O 0.11 2.67 -0.69
C 2.34 1.58 -2.23
O 1.67 0.58 -1.80
C 3.38 1.30 -3.17
H 6.09 0.77 -5.81
H 4.37 0.43 -5.52
H 5.56 0.02 -4.28
H 4.75 4.37 -3.58
H 2.98 4.93 -1.97
H 1.00 5.52 -1.01
H 2.14 4.91 0.19
H 0.39 4.77 0.48
H 3.46 0.27 -3.48
O -2.42 1.77 -4.01
C -2.04 1.50 -2.87
O -1.19 0.60 -2.57
C -2.64 2.34 -1.72
P -2.56 1.49 -0.11
C -4.12 0.54 -0.07
C -4.58 -0.09 -1.23
C -5.68 -0.93 -1.18
C -6.33 -1.17 0.03
C -5.87 -0.56 1.18
C -4.77 0.28 1.14
C -2.90 2.85 1.08
C -4.13 3.49 1.19
C -4.30 4.53 2.09
C -3.24 4.94 2.89
C -2.01 4.30 2.79
C -1.84 3.26 1.89
H -3.65 2.65 -2.00
H -2.01 3.23 -1.62
H -4.06 0.05 -2.17
H -6.02 -1.42 -2.08
H -7.18 -1.84 0.06
H -6.36 -0.75 2.13
H -4.40 0.74 2.05
H -4.96 3.17 0.57
H -5.26 5.03 2.17
H -3.38 5.75 3.60
H -1.18 4.61 3.42
H -0.89 2.76 1.80
C -1.41 0.19 4.83
C -1.98 -0.34 3.65
C -1.29 -0.32 2.47
C 0.02 0.24 2.39
C 0.73 0.32 1.14
C 2.00 0.84 1.19
C 2.59 1.31 2.38
C 1.90 1.28 3.55
C 0.59 0.75 3.59
C -0.15 0.72 4.79
H -1.97 0.18 5.76
H -2.97 -0.78 3.68
H -1.71 -0.76 1.57
H 2.58 0.89 0.27
H 3.60 1.71 2.35
H 2.34 1.66 4.47
H 0.31 1.12 5.69
C -2.38 -3.45 0.82
C -1.68 -2.89 -0.42
C -2.39 -3.35 -1.69
O -1.68 -1.49 -0.35
H -2.44 -4.54 0.79
H -3.40 -3.04 0.88
H -1.84 -3.16 1.73
H -0.66 -3.29 -0.44
H -3.42 -2.99 -1.68
H -2.40 -4.44 -1.77
H -1.88 -2.94 -2.56
S 2.08 -2.91 1.33
C 3.21 -4.11 1.41
N 3.84 -4.57 0.27
C 4.77 -5.55 0.23
C 5.18 -6.17 1.37
C 4.59 -5.75 2.59
C 3.65 -4.77 2.62
H 3.56 -4.14 -0.60
H 5.15 -5.78 -0.75
H 5.92 -6.95 1.33
H 4.89 -6.22 3.52
H 3.19 -4.44 3.54
F 3.21 -2.07 -1.54
Te 1.95 -2.87 -2.66
F 2.61 -1.78 -4.04
F 1.15 -3.86 -4.03
F 1.60 -4.32 -1.53
F 3.46 -3.96 -3.04
O 0.53 -1.93 -2.14
*
```



Pick two: it beats the second-best structure by 0.0321 hartree.



--- one ---
Here is a 3-piece molecular cluster, C4H12O3 overall from the OMol25 dataset. Energies are from wB97M-V/def2-TZVPD.

Gap between HOMO and LUMO: 10.21 eV
HOMO: -9.46 eV
SMILES: C/C=C/CO.O.O

ORCA input file:
```
! RIJCOSX wB97M-V def2-TZVPD def2/J DEFGRID3
* xyz 0 1
C 1.71 1.59 -0.49
C 0.72 0.58 0.04
C -0.58 0.83 -0.06
C -1.63 -0.01 0.58
O -2.77 0.74 1.00
H 1.81 1.53 -1.58
H 1.43 2.62 -0.30
H 2.72 1.44 -0.12
H 1.14 -0.20 0.66
H -0.95 1.73 -0.54
H -1.23 -0.63 1.37
H -2.05 -0.77 -0.09
H -2.60 1.06 1.89
O 0.36 -2.81 2.23
H 1.02 -2.94 1.55
H -0.51 -3.15 2.05
O 0.83 -0.65 -2.61
H 0.22 -0.03 -2.20
H 0.36 -0.92 -3.39
*
```



--- two ---
Here is a 4-piece molecular cluster, C4H12O3 overall from the OMol25 dataset. Energies are from wB97M-V/def2-TZVPD.

Gap between HOMO and LUMO: 9.39 eV
HOMO: -9.03 eV
SMILES: C=CC=C.O.O.O

ORCA input file:
```
! RIJCOSX wB97M-V def2-TZVPD def2/J DEFGRID3
* xyz 0 1
C -0.64 -3.54 0.70
C -1.55 -4.06 1.60
C -1.32 -3.81 3.14
C -2.25 -4.18 4.05
H 0.07 -2.77 1.12
H -0.76 -3.63 -0.41
H -2.55 -4.48 1.28
H -0.85 -2.92 3.34
H -2.08 -3.85 5.11
H -3.17 -4.48 3.55
O 5.28 4.44 -2.52
H 5.47 4.17 -1.62
H 4.28 4.33 -2.52
O -0.23 3.30 0.50
H -0.03 2.36 0.55
H -1.24 3.41 0.25
O -0.62 3.93 -5.10
H 0.21 4.12 -4.64
H -0.24 3.88 -5.99
*
```



--- three ---
Here is a 4-piece molecular cluster, C4H12O3 overall from the OMol25 dataset. Energies are from wB97M-V/def2-TZVPD.

Gap between HOMO and LUMO: 9.22 eV
HOMO: -8.81 eV
SMILES: C=CC=C.O.O.O

ORCA input file:
```
! RIJCOSX wB97M-V def2-TZVPD def2/J DEFGRID3
* xyz 0 1
C -2.20 1.24 -0.14
C -2.58 0.76 1.04
C -2.71 -0.70 1.32
C -3.50 -1.19 2.28
H -1.42 0.71 -0.68
H -2.38 2.28 -0.40
H -3.19 1.29 1.76
H -2.38 -1.27 0.46
H -3.52 -2.29 2.32
H -4.03 -0.56 2.95
O 1.90 -0.27 -2.96
H 1.47 -0.76 -3.68
H 1.32 0.41 -2.63
O 1.86 -0.31 0.85
H 2.47 -0.09 0.13
H 2.44 0.04 1.55
O 4.56 0.39 -1.06
H 3.77 0.72 -1.52
H 5.03 0.04 -1.83
*
```



Pick one: it beats the second-best structure by 0.0288 hartree.